No. 1
Below is 3 unconnected molecules or ions with the total composition C3H10NO4, with properties calculated with wB97M-V/def2-TZVPD.

Output
multiplicity: 1
E: -476.0404 a.u.
E_LUMO: 3.793 eV
relative energy (zero: lowest compared OMol25 entry of this formula, charge and spin): 59.8 kcal/mol
charge: -1

Element x y z (Å)
C  -0.33220  -0.63564  -1.03369
C  0.35386  -1.14464  0.22464
C  0.20251  -0.06283  1.28462
O  0.33930  1.21765  0.85022
O  -0.08168  -0.43177  2.45241
N  0.21038  0.55826  -1.67274
H  -0.70079  -1.30305  -1.78095
H  -1.35251  -0.13675  -0.73105
H  -0.16623  -2.06298  0.47905
H  1.28567  -1.52198  -0.11105
H  1.17127  0.69546  -1.74668
H  -0.08351  1.35507  -1.00222
H  -2.85562  0.33439  1.43217
H  -3.13615  0.56180  0.01648
O  -2.95486  -0.15241  0.60756
H  3.50854  0.60868  0.52219
H  1.85092  1.24038  0.24168
O  2.74108  0.88035  -0.03264


No. 2
Below is 12 unconnected molecules or ions with the total composition C39H54O36, with properties calculated with wB97M-V/def2-TZVPD.

Output
multiplicity: 1
SMILES string: C[C@H]1COC(=O)O1.C[C@H]1COC(=O)O1.C[C@H]1COC(=O)O1.O=C1OCCO1.O=C1OCCO1.O=C1OCCO1.O=C1OCCO1.O=C1OCCO1.O=C1OCCO1.O=C1OCCO1.O=C1OCCO1.O=C1OCCO1
E: -4227.0485 a.u.
E_LUMO: -0.863 eV
relative energy (zero: lowest compared OMol25 entry of this formula, charge and spin): 147.8 kcal/mol

Element x y z (Å)
C  1.56289  0.32110  7.94434
C  1.96637  0.23185  6.44260
C  0.91155  0.83863  5.55004
O  1.72617  1.50007  4.59228
C  2.85321  1.81516  5.17105
O  3.58150  2.75204  4.81101
O  3.01488  1.06636  6.24334
H  2.30317  0.17678  8.73126
H  0.65312  -0.26799  8.06016
H  1.08462  1.28745  8.10410
H  2.18616  -0.79100  6.13673
H  0.17814  1.50062  6.01045
H  0.37913  0.02256  5.06152
C  0.15220  -0.27599  1.82063
C  -0.36010  -0.58026  0.43322
C  -1.00022  0.53376  -0.30069
O  -0.04125  0.94408  -1.22060
C  0.96397  0.04682  -1.28576
O  1.97725  0.19519  -1.95675
O  0.73467  -0.93379  -0.43725
H  -0.59429  0.12895  2.50392
H  0.93228  0.46838  1.66096
H  0.53151  -1.20476  2.24679
H  -1.20107  -1.27030  0.50185
H  -1.18910  1.42540  0.29714
H  -1.86737  0.12635  -0.82046
C  -2.29728  -7.62230  -0.13653
C  -2.72219  -6.15425  0.07253
C  -1.98628  -5.31337  1.17263
O  -1.68840  -4.08927  0.46497
C  -2.04535  -4.18675  -0.80122
O  -1.88039  -3.22315  -1.62730
O  -2.55956  -5.38190  -1.11780
H  -3.09115  -8.32995  0.10244
H  -1.38305  -7.89996  0.38804
H  -1.94951  -7.96315  -1.11172
H  -3.79424  -6.12327  0.26712
H  -1.04124  -5.79695  1.41993
H  -2.48194  -5.22303  2.13920
O  4.49468  4.86529  -0.91374
C  4.35687  3.90812  -0.16154
O  3.88774  3.83191  1.09424
C  3.67744  2.44416  1.40468
C  4.27174  1.71616  0.26826
O  4.75780  2.74408  -0.54960
H  4.04000  2.05641  2.35667
H  2.61000  2.31366  1.58257
H  3.58823  1.11888  -0.33520
H  5.23195  1.27182  0.53027
O  -1.73752  3.85337  -3.27088
C  -1.29108  4.24564  -2.17263
O  -0.36893  5.22768  -1.96747
C  -0.31649  5.56585  -0.56558
C  -1.12519  4.46549  0.08365
O  -1.83531  3.95030  -0.97761
H  0.69749  5.62752  -0.17044
H  -0.93789  6.44029  -0.37240
H  -1.71606  4.79894  0.93676
H  -0.45711  3.70440  0.48678
O  7.47337  -2.29460  -4.09009
C  6.41109  -1.67473  -3.84931
O  6.26114  -0.92157  -2.75966
C  5.04794  -0.27827  -2.56225
C  4.40762  -0.59617  -3.89802
O  5.23143  -1.60735  -4.52585
H  4.52467  -0.70393  -1.70604
H  5.27364  0.78007  -2.43156
H  4.27582  0.34420  -4.43321
H  3.43383  -1.06550  -3.75813
O  3.15737  -0.59423  2.34137
C  3.66161  -1.60504  1.91381
O  3.95187  -2.72343  2.62635
C  4.71695  -3.59373  1.80714
C  4.73713  -2.94134  0.46968
O  4.13415  -1.65392  0.68019
H  5.75256  -3.70586  2.12813
H  4.29464  -4.59809  1.83901
H  4.13645  -3.51174  -0.23879
H  5.74444  -2.65478  0.16749
O  3.37158  3.38511  -7.03231
C  2.49519  2.62215  -6.57075
O  1.98529  2.65402  -5.33270
C  0.83556  1.80805  -5.17582
C  0.96775  1.04840  -6.52973
O  1.84864  1.86986  -7.31488
H  0.77959  1.12831  -4.32556
H  0.02485  2.53084  -5.08404
H  -0.00822  0.87474  -6.98297
H  1.44309  0.08818  -6.32939
O  -0.31428  3.65685  3.77300
C  -1.44830  3.20502  3.68208
O  -2.42169  3.95521  3.30815
C  -3.60506  3.20808  3.33652
C  -3.26405  1.87583  4.12491
O  -1.87522  2.04001  4.13161
H  -4.52144  3.63464  3.74442
H  -3.84518  2.94291  2.30689
H  -3.34325  0.98728  3.49857
H  -3.59252  1.80646  5.16192
O  -6.29364  3.32983  1.35796
C  -5.99724  3.11869  0.20363
O  -6.87827  2.72035  -0.86731
C  -6.10978  2.54916  -1.97189
C  -4.72021  2.41235  -1.42517
O  -4.80416  2.95736  -0.15828
H  -6.32934  1.62494  -2.50642
H  -6.10992  3.47164  -2.55251
H  -4.08558  3.00521  -2.08386
H  -4.42148  1.36595  -1.48761
O  -3.78466  0.26546  1.11792
C  -4.49639  -0.59382  1.63707
O  -4.26035  -1.04301  2.90645
C  -5.25502  -1.98852  3.12007
C  -5.97745  -2.25642  1.80081
O  -5.32651  -1.40933  0.98020
H  -4.92862  -2.89134  3.63628
H  -5.97006  -1.52651  3.80078
H  -7.03504  -2.03223  1.93983
H  -5.85715  -3.28206  1.45198
O  2.38465  -3.08590  -6.75321
C  1.40843  -2.92494  -6.04740
O  0.23052  -2.81793  -6.45482
C  -0.69594  -2.45223  -5.42483
C  0.20253  -2.51239  -4.18155
O  1.46006  -2.59323  -4.68871
H  -1.31200  -1.60644  -5.73013
H  -1.52921  -3.14104  -5.28590
H  -0.01125  -3.52742  -3.84670
H  0.01626  -1.75777  -3.41739